Formula: C26H31I2N6O2Ru
Source: OMol25
Level of theory: the ωB97M-V functional and the def2-TZVPD basis

XYZ file:
```
68
Properties=species:S:1:pos:R:3:lowdin_charge:R:1
Ru -0.09614 0.44061 -0.44191 1.361
I 2.44042 -6.62071 -0.79759 0.925
C 1.32769 -4.85618 -0.77215 -0.737
C 0.29321 -4.66985 -1.67671 -0.208
C -0.42169 -3.48207 -1.67602 -0.631
I -2.03012 -3.26339 -2.98982 0.991
C -0.13462 -2.45542 -0.77919 -0.403
O -0.86304 -1.30628 -0.88328 -0.332
C 0.87716 -2.67637 0.15889 -0.160
C 1.21785 -1.64729 1.21204 -0.120
N 0.11268 -0.68614 1.29486 -0.156
C 0.17052 0.23192 2.44323 -0.102
C -0.94982 1.22500 2.26456 -0.238
C -1.46686 2.00885 3.27756 0.016
C -2.48512 2.90088 2.97501 -0.008
C -2.97503 2.95714 1.67677 -0.020
C -2.41098 2.14324 0.71695 -0.101
N -1.40565 1.30244 1.00099 -0.027
C 1.60037 -3.86965 0.15097 -0.108
H 0.03541 -5.45170 -2.37801 0.088
H 2.12822 -1.08642 0.98971 0.111
H 1.35972 -2.14038 2.17807 0.144
H -0.76464 -1.20580 1.31504 0.149
H 1.13501 0.73848 2.42618 0.125
H 0.08656 -0.31004 3.38751 0.148
H -1.08187 1.91469 4.28375 0.133
H -2.90190 3.53584 3.74510 0.129
H -3.78870 3.61597 1.41076 0.124
H -2.76964 2.13736 -0.30301 0.114
H 2.38147 -4.02095 0.88687 0.110
C -0.73978 3.29844 -4.09553 -0.003
C -0.65760 2.52418 -2.87660 -0.147
N -0.59648 1.92485 -1.90193 0.108
H 0.07810 3.01152 -4.75612 0.106
H -0.66408 4.35981 -3.86077 0.105
H -1.69167 3.10423 -4.58891 0.109
N 3.38690 -2.47983 -4.69132 0.173
C 2.68990 -1.75708 -3.80492 -0.288
C 3.24203 -1.35837 -2.57198 0.018
C 2.48259 -0.63081 -1.69770 -0.128
N 1.21438 -0.25236 -1.94099 -0.088
C 0.67578 -0.65244 -3.10998 -0.160
C 1.35927 -1.36611 -4.05355 0.007
H 4.32670 -2.77773 -4.49777 0.123
H 2.97492 -2.77802 -5.55791 0.123
H 4.25163 -1.63632 -2.30170 0.124
H 2.88777 -0.32853 -0.74345 0.092
H -0.36301 -0.40258 -3.27143 0.090
H 0.85492 -1.66393 -4.96256 0.123
O 1.67485 1.43052 0.23760 -0.134
C 2.04848 2.63510 0.09750 -0.418
C 1.10269 3.79306 0.28597 -0.087
C 1.55578 4.88203 1.29788 -0.157
C 2.84371 4.56125 2.05648 -0.188
C 4.09332 4.76213 1.19698 -0.161
C 3.91303 4.21022 -0.21482 -0.137
N 3.30874 2.87576 -0.20216 0.125
H 0.15561 3.35950 0.60312 0.088
H 0.92514 4.23234 -0.69980 0.122
H 0.74423 5.02258 2.01069 0.112
H 1.67401 5.83470 0.77968 0.121
H 2.80561 3.53367 2.43346 0.114
H 2.91275 5.19872 2.93710 0.122
H 4.95572 4.29580 1.67534 0.120
H 4.31692 5.82680 1.10728 0.126
H 4.86510 4.13058 -0.73462 0.133
H 3.27764 4.86321 -0.81460 0.126
H 3.90985 2.06767 -0.28430 0.166
```

## Properties
Orbital gap (spin up / spin down) = 7.3 / 6.0 eV
Spin multiplicity = 2
Lowest unoccupied orbital energy (spin up / spin down) = -5.2 / -6.5 eV
E_HOMO (spin up / spin down) = -12.51 / -12.51 eV
Charge = +2

Formula: C26H31MnN2O6PS2Se2Si
Source: OMol25
Level of theory: the ωB97M-V functional and the def2-TZVPD basis

XYZ file:
```
72
Properties=species:S:1:pos:R:3:lowdin_charge:R:1
Mn 0.53720 -0.99692 1.95539 0.272
Se 2.30027 -2.01816 3.20725 -0.366
P 1.00314 1.48067 0.94053 0.541
Se -0.42508 2.82180 -0.05694 0.157
C 2.52442 1.38815 -0.10144 -0.401
C 2.83558 2.35168 -1.05560 -0.140
C 3.99645 2.24822 -1.80882 -0.113
C 4.85890 1.17648 -1.61334 -0.121
C 4.55437 0.21372 -0.66118 -0.089
C 3.39197 0.31346 0.09260 -0.105
C 1.71652 2.44335 2.35783 -0.406
C 1.50610 3.80907 2.51926 -0.142
C 2.06622 4.48829 3.59387 -0.120
C 2.83929 3.80610 4.52428 -0.128
C 3.04423 2.44064 4.37375 -0.096
C 2.48780 1.76001 3.29943 -0.115
H 2.14566 3.17501 -1.20588 0.048
H 4.22367 3.00138 -2.55572 0.088
H 5.76208 1.08925 -2.20788 0.084
H 5.21508 -0.63043 -0.50257 0.098
H 3.16626 -0.44945 0.83684 0.026
H 0.88867 4.32742 1.79419 0.024
H 1.89384 5.55375 3.70554 0.084
H 3.27100 4.33515 5.36755 0.082
H 3.62812 1.88639 5.09960 0.096
H 2.63315 0.68227 3.21854 -0.017
O -3.21146 -1.42301 0.15324 -0.301
S -2.41848 -2.52230 0.65499 0.458
O -3.13026 -3.45717 1.50370 -0.336
O -1.12311 -2.13979 1.20916 -0.408
C -2.01303 -3.47719 -0.82568 -0.192
C -2.78512 -4.61359 -1.03121 -0.058
C -2.63602 -5.39341 -2.16704 -0.082
C -1.70430 -5.04040 -3.12760 -0.087
C -0.92499 -3.91053 -2.93984 -0.062
C -1.06567 -3.13028 -1.79590 -0.205
S 0.10191 -1.77558 -1.69661 0.602
O 0.55008 -1.55901 -3.04760 -0.297
O -0.72055 -0.55176 -1.22250 -0.328
O 1.05967 -2.03047 -0.67292 -0.261
H -3.50289 -4.87136 -0.26506 0.105
H -3.25024 -6.27635 -2.29735 0.097
H -1.57803 -5.63832 -4.02163 0.096
H -0.19418 -3.61604 -3.67887 0.105
C -2.47380 2.28047 -3.83292 -0.186
Si -1.22172 0.88181 -3.69479 0.504
C -1.49037 -0.26273 -5.16542 -0.185
C 0.49477 1.59834 -3.69966 -0.171
C -1.74518 0.02713 -2.07804 -0.249
H -2.35898 2.82124 -4.77661 0.021
H -2.32141 2.98338 -3.01032 0.021
H -3.50155 1.91047 -3.77839 0.027
H -1.35953 0.27601 -6.10835 0.020
H -2.50079 -0.68134 -5.15499 0.025
H -0.77676 -1.08681 -5.13648 0.011
H 0.66291 2.17108 -4.61703 0.029
H 1.25344 0.82003 -3.62170 0.028
H 0.60286 2.26544 -2.84169 -0.017
H -2.51999 -0.72732 -2.24801 0.087
H -2.17607 0.78462 -1.42495 0.050
C -1.30412 -2.24838 4.53375 -0.030
C -1.60106 -0.82408 4.23907 -0.378
N -1.02140 -0.08523 3.31783 0.038
C -1.62731 1.15209 3.34845 -0.123
C -2.57659 1.16710 4.31745 -0.102
N -2.55080 -0.09738 4.87535 0.083
H -0.22751 -2.41889 4.40862 -0.012
H -1.83237 -2.89544 3.82972 0.069
H -1.60381 -2.50440 5.55300 0.071
H -1.34918 1.93351 2.65788 0.046
H -3.25503 1.93265 4.64862 0.093
H -3.13690 -0.44409 5.61126 0.142
```

## Properties
Orbital gap (spin up / spin down) = 4.5 / 4.7 eV
Spin multiplicity = 6
Lowest unoccupied orbital energy (spin up / spin down) = 4.2 / 4.2 eV
E_HOMO (spin up / spin down) = -0.28 / -0.51 eV
Charge = -2

Formula: C26H31N2O7PSTeV
Source: OMol25
Level of theory: the ωB97M-V functional and the def2-TZVPD basis

XYZ file:
```
70
Properties=species:S:1:pos:R:3:lowdin_charge:R:1
V 0.55538 0.95320 -0.02735 1.103
O -4.29758 -0.52741 -2.19504 0.082
C -4.47297 -0.42831 -0.86795 -0.253
C -5.74697 -0.69569 -0.36731 0.003
C -5.99418 -0.59706 0.98471 -0.051
C -4.98439 -0.22829 1.87634 -0.069
C -3.72195 0.02250 1.39538 -0.031
C -3.44180 -0.08048 0.02541 -0.075
C -2.09756 0.20747 -0.44589 -0.354
O -1.14597 0.38763 0.44193 -0.123
N -1.81393 0.35767 -1.70712 0.094
N -0.51148 0.80247 -1.82313 -0.057
C -0.13551 1.09832 -3.02137 -0.012
C 1.14668 1.64976 -3.35024 -0.130
C 1.46175 1.98529 -4.67230 -0.009
C 2.66625 2.58877 -4.96763 -0.055
C 3.56593 2.87640 -3.94453 -0.035
C 3.28044 2.55552 -2.62795 0.031
C 2.07533 1.93041 -2.34111 -0.253
O 1.79430 1.59626 -1.07771 -0.120
H -3.39787 -0.23150 -2.42690 0.070
H -6.52354 -0.96831 -1.06853 0.125
H -6.99036 -0.79928 1.35587 0.114
H -5.19437 -0.13625 2.93263 0.109
H -2.92406 0.31682 2.06246 0.115
H -0.85531 0.94739 -3.82156 0.152
H 0.74503 1.77664 -5.45709 0.124
H 2.90880 2.84730 -5.98860 0.115
H 4.50441 3.36072 -4.17923 0.119
H 3.97167 2.77182 -1.82587 0.133
C 1.36183 -3.75929 -0.64943 -0.218
S 0.31745 -2.40712 -1.19800 0.905
C 0.56599 -2.62515 -2.96284 -0.226
O 1.09899 -1.16745 -0.84240 -0.565
H 0.94251 -4.70571 -0.98815 0.069
H 1.37575 -3.71630 0.43662 0.035
H 2.36567 -3.60616 -1.04331 0.071
H 0.18159 -3.60019 -3.26060 0.067
H 1.62810 -2.53666 -3.18625 0.070
H 0.00510 -1.84551 -3.47425 0.043
C -0.59782 5.24037 1.62284 -0.061
C 0.12098 4.35910 2.41547 -0.054
C 0.45980 3.09847 1.93816 -0.068
C 0.06903 2.74828 0.64928 -0.185
C -0.65394 3.62359 -0.15569 -0.077
C -0.98637 4.87462 0.34040 -0.063
H -0.86002 6.21787 2.00500 0.112
H 0.41946 4.64694 3.41490 0.115
H 1.00959 2.41243 2.56768 0.059
H -0.96086 3.34624 -1.15681 0.104
H -1.54839 5.56486 -0.27471 0.112
C -1.78645 -2.32135 3.08949 -0.063
C -0.35532 -2.75443 2.91946 -0.278
O 0.32305 -1.85241 1.99746 -0.317
P 1.51136 -0.89373 2.44581 0.135
O 1.42527 0.27652 1.34334 -0.407
Te 1.47556 -0.11662 4.59810 0.569
O 2.84503 -1.57577 1.92682 -0.279
C 3.52587 -2.57960 2.72303 -0.281
C 4.81989 -2.91415 2.02755 -0.062
H -2.30372 -3.01944 3.74835 0.091
H -2.30645 -2.30091 2.13057 0.077
H -1.82535 -1.33045 3.54088 0.073
H -0.27953 -3.74398 2.46682 0.119
H 0.17692 -2.75558 3.87062 0.070
H 2.87526 -3.45401 2.80827 0.118
H 3.69298 -2.17077 3.72044 0.080
H 4.63738 -3.32966 1.03663 0.074
H 5.37426 -3.64661 2.61372 0.087
H 5.43337 -2.02008 1.92437 0.087
```

## Properties
Orbital gap = 5.5 eV
Lowest unoccupied orbital energy = -4.8 eV
E_HOMO = -10.36 eV
Charge = +1

Formula: C26H31N2O8Ti
Source: OMol25
Level of theory: the ωB97M-V functional and the def2-TZVPD basis

XYZ file:
```
68
Properties=species:S:1:pos:R:3:lowdin_charge:R:1
O 0.15785 -0.10776 -6.38516 -0.113
C 0.04075 1.19479 -7.04184 -0.160
C -0.18006 0.60027 -8.43856 -0.069
H 0.97164 1.77101 -6.95100 0.115
H -0.81628 1.76062 -6.65430 0.112
C 0.01173 -0.75401 -7.68640 -0.581
H 0.59944 0.83193 -9.16539 0.112
H -1.18413 0.75092 -8.83778 0.112
C 1.27433 -1.49053 -8.09917 -0.026
H 2.13874 -0.81644 -8.09526 0.090
H 1.16185 -1.90382 -9.10846 0.094
H 1.46299 -2.32420 -7.41278 0.087
C -1.19990 -1.66588 -7.72939 -0.027
H -2.10432 -1.12802 -7.42306 0.088
H -1.04358 -2.52085 -7.06140 0.085
H -1.34717 -2.05247 -8.74427 0.094
Ti -0.25530 -0.46461 1.54691 1.016
C -2.18370 -1.01660 2.67914 -0.139
C -2.07873 0.38576 2.92585 -0.080
C -2.22319 1.06719 1.67910 -0.081
H -2.05192 0.86138 3.90576 0.135
C -2.45011 0.09736 0.66205 -0.097
C -2.39523 -1.20215 1.26747 -0.153
H -2.57721 -2.14483 0.76114 0.131
H -2.18842 -1.79252 3.44468 0.133
H -2.27611 2.14808 1.55366 0.136
H -2.75886 0.31553 -0.36225 0.135
C 0.79960 -2.04250 2.98142 -0.096
C -0.02445 -2.76938 2.07015 -0.123
C 0.46294 -2.53787 0.74431 -0.134
H -0.83678 -3.44615 2.32969 0.135
C 1.61831 -1.68266 0.84314 -0.107
C 1.82037 -1.38218 2.21950 -0.111
H 2.66747 -0.83532 2.62706 0.134
H 0.75177 -2.05809 4.06881 0.126
H 0.10088 -3.02147 -0.16044 0.127
H 2.28620 -1.39862 0.03138 0.138
O 0.04733 0.14129 -0.44248 -0.311
C -0.24875 -0.71090 -1.62094 -0.142
C -0.47180 0.24471 -2.76762 -0.130
H -1.11977 -1.33673 -1.38895 0.121
H 0.61835 -1.35340 -1.79519 0.128
C 0.35003 1.47889 -2.39228 -0.130
H -1.54147 0.48826 -2.80747 0.125
H -0.18860 -0.18154 -3.73338 0.117
C 0.31682 1.53391 -0.87665 -0.102
H -0.02954 2.39449 -2.84492 0.128
H 1.38686 1.35223 -2.72408 0.128
H -0.49961 2.15615 -0.49580 0.128
H 1.25801 1.85070 -0.41322 0.139
O 0.25255 3.07016 3.01808 0.131
C 0.49349 1.93072 3.36211 -0.490
O 0.60268 0.89460 2.51138 -0.165
C 0.66273 1.58719 4.82886 -0.089
C 1.44746 0.50937 5.24234 0.078
C 1.59183 0.21426 6.61080 -0.105
C 0.93198 0.97255 7.58592 0.116
C 0.14220 2.05248 7.17083 -0.101
C 0.01101 2.36743 5.79831 0.103
N -0.57584 2.82129 8.16010 -0.311
O -0.43512 2.50461 9.36245 0.084
O -1.30707 3.75703 7.78430 0.086
N 2.37732 -0.93871 6.98370 -0.306
O 2.82790 -1.65523 6.06058 0.055
O 2.57600 -1.18373 8.18922 0.101
H 1.95447 -0.11264 4.51229 0.098
H 1.01769 0.71529 8.64191 0.142
H -0.60058 3.20939 5.49547 0.138
```

## Properties
Orbital gap = 7.8 eV
Lowest unoccupied orbital energy = -3.9 eV
E_HOMO = -11.73 eV
Charge = +1

Energy relative to the best compared isomer or geometry (same formula, charge and spin) across the listed records, respectively: 0.635 0.079 0.000 0.000 eV.